(1)
DFT (the ωB97M-V functional and the def2-TZVPD basis) results for a gas-phase ion, C7H15N4S2 (charge +1).

Each line ends with the natural charge from an NBO analysis.
Cartesian coordinates (Å):
S1 -2.71 -1.45 -0.67  0.152
S2 -1.28 -2.52 -1.68  0.262
N1 -2.13 0.97 -1.74  -0.177
N2 0.73 -1.39 -0.15  -0.265
N3 -2.62 2.09 -1.92  -0.277
N4 0.97 1.13 1.12  -0.425
C1 -0.26 0.41 1.17  -0.228
C2 -0.02 -1.13 1.05  -0.269
C3 0.29 -1.96 -1.24  0.016
C4 1.73 1.19 2.35  -0.417
C5 1.72 0.81 -0.05  -0.217
C6 2.00 -0.73 -0.15  -0.250
C7 -3.08 -0.10 -1.85  -0.413
H1 -4.11 0.21 -1.64  0.250
H2 1.08 1.58 3.14  0.220
H3 2.56 -0.95 -1.06  0.230
H4 -0.90 0.72 0.34  0.222
H5 1.14 1.10 -0.93  0.209
H6 -3.03 -0.52 -2.86  0.251
H7 2.56 1.87 2.23  0.220
H8 -0.77 0.61 2.11  0.231
H9 0.59 -1.44 1.90  0.231
H10 -0.96 -1.67 1.06  0.242
H11 -1.90 2.82 -1.85  0.335
H12 2.67 1.34 -0.05  0.233
H13 2.12 0.22 2.67  0.163
H14 2.59 -1.04 0.72  0.228
H15 1.01 -2.16 -2.03  0.244

Summary:
- ΔE to the lowest compared entry with this formula, charge and spin: 0.0 kJ/mol
- Net charge: +1
- E_HOMO: -0.440 Ha
- SMILES: [H]/N=N/CSSC=[N+]1CCN(C)CC1

***

(2)
DFT (the ωB97M-V functional and the def2-TZVPD basis) results for 2 unconnected molecules or ions with the total composition C7H15NO.

Each line ends with the natural charge from an NBO analysis.
Cartesian coordinates (Å):
O1 1.02 -0.13 -3.21  -0.947
N1 -0.74 -1.57 -1.22  -0.866
C1 0.11 -1.89 0.07  -0.228
C2 0.52 1.11 0.83  -0.031
C3 -0.51 -1.22 1.36  -0.480
C4 -1.81 0.70 0.43  -0.409
C5 0.63 1.79 2.12  -0.646
C6 1.25 1.37 -0.25  -0.414
C7 -0.66 0.21 0.86  -0.001
H1 2.08 2.28 -0.26  0.188
H2 0.12 -0.59 -3.15  0.480
H3 0.71 2.90 1.75  0.232
H4 -0.27 1.59 2.66  0.224
H5 -0.76 -0.57 -1.49  0.377
H6 0.96 1.22 -1.24  0.219
H7 1.51 -0.55 -2.52  0.468
H8 -2.70 -0.03 0.55  0.196
H9 -1.40 -1.79 1.70  0.218
H10 1.14 -1.47 -0.01  0.196
H11 0.02 -1.47 2.29  0.230
H12 0.32 -2.95 0.07  0.211
H13 1.46 1.46 2.74  0.228
H14 -1.50 -2.05 -1.13  0.347
H15 -1.89 1.58 -0.13  0.208

Summary:
- ΔE to the lowest compared entry with this formula, charge and spin: 423.5 kJ/mol
- E_HOMO: -0.339 Ha
- SMILES: C=C(C)C(=C)CCN.O

***

(3)
DFT (the ωB97M-V functional and the def2-TZVPD basis) results for 2 unconnected molecules or ions with the total composition C7H15NO.

Each line ends with the natural charge from an NBO analysis.
Cartesian coordinates (Å):
O1 -0.31 -1.16 2.23  -0.636
N1 -0.03 1.06 1.87  -0.670
C1 1.22 2.75 0.36  0.053
C2 1.78 3.14 1.51  -0.463
C3 -1.45 1.34 1.94  -0.418
C4 1.95 -0.35 1.93  -0.718
C5 1.89 1.77 -0.56  -0.656
C6 0.44 -0.21 2.02  0.670
C7 -0.12 3.27 -0.10  -0.657
H1 -1.86 1.05 2.92  0.210
H2 -0.83 2.43 -0.22  0.230
H3 1.28 3.86 2.17  0.211
H4 0.63 1.82 1.70  0.421
H5 -0.01 3.78 -1.07  0.230
H6 -0.53 3.98 0.63  0.217
H7 2.76 2.76 1.82  0.211
H8 2.06 2.23 -1.55  0.230
H9 2.86 1.44 -0.15  0.218
H10 2.31 -0.02 0.94  0.224
H11 -1.61 2.42 1.79  0.196
H12 -2.00 0.78 1.16  0.203
H13 2.45 0.25 2.70  0.224
H14 2.22 -1.41 2.07  0.242
H15 1.25 0.88 -0.70  0.228

Summary:
- ΔE to the lowest compared entry with this formula, charge and spin: 152.5 kJ/mol
- E_HOMO: -0.338 Ha
- SMILES: CNC(C)=O.C=C(C)C

***

(4)
DFT (the ωB97M-V functional and the def2-TZVPD basis) results for C7H15NO in the gas phase.

Each line ends with the natural charge from an NBO analysis.
Cartesian coordinates (Å):
O1 0.49 -0.08 1.71  -0.711
N1 2.01 1.01 -1.21  -0.863
C1 -2.02 -1.44 0.75  -0.170
C2 -2.61 -2.32 -0.03  -0.440
C3 -1.20 0.00 0.09  -0.419
C4 0.72 1.29 -0.62  -0.054
C5 0.21 -0.22 0.37  0.273
C6 0.77 2.48 0.32  -0.640
C7 0.83 -1.46 -0.22  -0.678
H1 0.04 1.53 -1.45  0.181
H2 -0.22 2.76 0.66  0.213
H3 0.24 -1.93 -1.01  0.224
H4 1.41 -0.31 1.86  0.473
H5 -2.54 -2.25 -1.12  0.182
H6 1.21 3.35 -0.17  0.205
H7 -2.08 -1.53 1.83  0.194
H8 -3.18 -3.17 0.33  0.197
H9 2.79 1.37 -0.67  0.357
H10 -1.64 0.81 0.65  0.226
H11 -1.46 -0.05 -0.97  0.218
H12 2.05 1.35 -2.16  0.365
H13 1.40 2.25 1.18  0.206
H14 1.01 -2.21 0.55  0.216
H15 1.79 -1.22 -0.68  0.243

Summary:
- ΔE to the lowest compared entry with this formula, charge and spin: 322.6 kJ/mol
- E_HOMO: -0.295 Ha
- SMILES: C=CC[C@](C)(O)[C@@H](C)N

***

(5)
DFT (the ωB97M-V functional and the def2-TZVPD basis) results for C7H15NO in the gas phase.

Each line ends with the natural charge from an NBO analysis.
Cartesian coordinates (Å):
O1 -1.04 1.88 1.34  -0.742
N1 -1.76 0.06 -0.76  -0.875
C1 0.38 -0.81 -1.86  -0.615
C2 -0.40 -0.57 -0.58  0.096
C3 1.31 1.45 0.04  -0.453
C4 -0.62 -1.88 0.11  -0.612
C5 0.44 0.27 0.37  -0.085
C6 -0.33 0.71 1.61  -0.064
C7 2.02 0.31 0.69  -0.412
H1 1.48 -0.61 -1.63  0.229
H2 0.03 -1.80 -2.29  0.227
H3 0.26 -2.44 0.57  0.224
H4 -1.32 -1.75 0.99  0.212
H5 -1.13 -0.05 2.16  0.150
H6 1.10 2.53 0.36  0.246
H7 2.52 -0.34 0.01  0.204
H8 -0.06 0.01 -2.68  0.208
H9 1.25 1.66 -1.03  0.224
H10 -1.87 0.95 -1.35  0.374
H11 2.30 0.09 1.71  0.233
H12 -1.03 -2.57 -0.63  0.212
H13 -2.35 0.16 0.05  0.373
H14 0.36 1.03 2.35  0.185
H15 -1.55 1.73 0.47  0.461

Summary:
- ΔE to the lowest compared entry with this formula, charge and spin: 398.2 kJ/mol
- E_HOMO: -0.339 Ha
- SMILES: CC(C)(N)C1(CO)CC1

***

(6)
DFT (the ωB97M-V functional and the def2-TZVPD basis) results for C7H15NS in the gas phase.

Each line ends with the natural charge from an NBO analysis.
Cartesian coordinates (Å):
S1 -2.17 -0.10 0.23  0.995
N1 -0.37 -0.03 0.26  -0.666
C1 -3.01 -0.46 -1.27  -0.703
C2 1.61 1.19 -0.44  -0.403
C3 2.49 -0.06 -0.02  -0.402
C4 1.79 -0.77 1.08  -0.389
C5 -3.07 0.78 1.32  -0.655
C6 0.19 0.67 -0.84  -0.233
C7 0.44 -1.19 0.58  -0.218
H1 -0.57 1.60 -1.07  0.199
H2 2.39 -1.74 1.45  0.203
H3 1.67 -0.07 1.82  0.205
H4 0.23 0.04 -1.69  0.172
H5 -3.39 1.77 1.04  0.221
H6 -2.36 -1.01 -1.85  0.183
H7 3.40 0.19 0.35  0.205
H8 -2.16 -1.36 0.94  -0.065
H9 1.53 1.80 0.50  0.202
H10 2.70 -0.62 -0.89  0.196
H11 -3.05 0.57 -1.84  0.201
H12 0.00 -1.85 1.18  0.196
H13 1.95 1.88 -1.29  0.217
H14 0.64 -1.77 -0.46  0.139
H15 -2.71 0.52 2.30  0.201

Summary:
- ΔE to the lowest compared entry with this formula, charge and spin: 334.5 kJ/mol
- E_HOMO (spin up / spin down): -0.180 / -0.288 Ha
- Multiplicity: 3

***

(7)
DFT (the ωB97M-V functional and the def2-TZVPD basis) results for a molecular structure, C7H15NSi.

Each line ends with the natural charge from an NBO analysis.
Cartesian coordinates (Å):
Si1 -0.60 0.13 0.23  1.456
N1 -3.10 0.53 -1.74  -0.632
C1 1.23 -0.35 -2.07  -0.614
C2 -0.90 -2.11 1.92  -0.342
C3 -2.58 1.06 -0.76  -0.073
C4 2.01 1.01 1.07  -0.612
C5 -1.08 -0.83 1.79  -0.667
C6 0.63 1.49 0.57  -0.935
C7 0.50 -1.02 -0.98  -0.818
H1 2.39 0.24 0.34  0.201
H2 -4.04 1.02 -1.97  0.327
H3 2.18 -0.90 -2.21  0.201
H4 -1.37 -0.26 2.77  0.219
H5 0.57 -0.47 -2.92  0.217
H6 0.30 2.43 1.10  0.246
H7 -0.60 -2.64 1.00  0.182
H8 1.46 0.63 -1.88  0.198
H9 0.89 2.01 -0.45  0.238
H10 -2.92 1.84 -0.09  0.144
H11 1.22 -1.30 -0.21  0.210
H12 0.16 -2.06 -1.35  0.237
H13 1.91 0.63 2.03  0.204
H14 -1.17 -2.75 2.70  0.197
H15 2.92 1.66 1.10  0.217

Summary:
- ΔE to the lowest compared entry with this formula, charge and spin: 254.0 kJ/mol
- E_HOMO: -0.303 Ha

***

(8)
DFT (the ωB97M-V functional and the def2-TZVPD basis) results for a molecular structure, C7H15O4V.

Each line ends with the natural charge from an NBO analysis.
Cartesian coordinates (Å):
V1 1.10 1.08 1.23  1.140
O1 2.96 1.29 0.84  -0.851
O2 -0.90 1.65 0.83  -0.614
O3 -1.25 -0.65 -1.71  -0.497
O4 1.14 -0.49 0.06  -0.561
C1 3.30 0.47 -0.23  -0.076
C2 0.21 -1.56 0.02  -0.089
C3 2.51 -0.84 -0.20  -0.099
C4 -2.15 2.06 0.39  -0.236
C5 -2.53 -0.71 -1.25  -0.109
C6 -0.57 1.57 2.25  -0.587
C7 -0.40 -1.73 -1.36  -0.085
H1 4.37 0.20 -0.24  0.165
H2 -2.12 3.13 0.12  0.183
H3 -0.57 -1.33 0.76  0.221
H4 -0.79 2.55 2.70  0.166
H5 -3.41 -0.08 -1.11  0.201
H6 -0.96 -2.68 -1.39  0.186
H7 -2.92 1.84 1.14  0.178
H8 0.38 -1.77 -2.12  0.201
H9 3.09 0.97 -1.20  0.147
H10 -2.39 1.24 -0.50  0.187
H11 2.59 -1.38 -1.16  0.179
H12 -3.01 -1.66 -1.52  0.120
H13 0.70 -2.50 0.33  0.193
H14 2.86 -1.49 0.61  0.178
H15 -1.22 0.78 2.69  0.160

Summary:
- E_HOMO (spin up / spin down): -0.242 / -0.309 Ha
- Multiplicity: 5

***

(9)
DFT (the ωB97M-V functional and the def2-TZVPD basis) results for C7H15OP in the gas phase.

Each line ends with the natural charge from an NBO analysis.
Cartesian coordinates (Å):
P1 -0.31 -0.33 -1.28  1.950
O1 -0.17 -1.73 -1.67  -1.077
C1 -0.56 -1.08 1.57  -0.418
C2 0.85 0.97 -1.80  -1.049
C3 0.84 -0.60 1.45  -0.212
C4 -1.91 0.50 -1.72  -1.036
C5 1.87 -1.64 1.01  -0.605
C6 -0.25 -0.03 0.62  -0.376
C7 -0.61 1.36 1.09  -0.603
H1 0.95 1.18 -2.81  0.252
H2 2.33 -2.25 1.72  0.208
H3 -1.68 1.64 -1.86  0.251
H4 1.30 -0.10 2.27  0.208
H5 -0.74 -2.00 1.14  0.229
H6 -2.40 -0.15 -2.57  0.269
H7 -2.68 0.30 -0.97  0.248
H8 -0.24 1.65 2.01  0.217
H9 2.64 -1.13 0.58  0.196
H10 -1.14 -0.67 2.44  0.212
H11 -1.69 1.40 1.05  0.206
H12 -0.28 2.28 0.51  0.204
H13 1.94 0.78 -1.74  0.260
H14 1.27 -2.27 0.30  0.223
H15 0.67 1.91 -1.35  0.243

Summary:
- ΔE to the lowest compared entry with this formula, charge and spin: 57.7 kJ/mol
- E_HOMO: -0.350 Ha
- SMILES: C[C@@H]1C[C@]1(C)P(C)(C)=O